(1)
Below is a single CH3IOS2 molecule in a non-equilibrium geometry, with properties calculated with ωB97M-V with the def2-TZVPD basis set.

The geometry in XYZ format:
```
8
Properties=species:S:1:pos:R:3:forces:R:3:nbo_charge:R:1
O -0.32795 -0.02813 1.98079 0.20 0.67 1.38 -0.91
S -0.23045 -0.70578 0.73779 -0.87 -0.31 -3.98 1.37
S 0.67014 -2.43725 0.55484 -0.86 1.47 0.04 -0.39
C 0.28179 0.51683 -0.71226 1.88 -0.84 0.98 -0.76
I 0.58405 2.47053 -0.05444 0.12 0.44 0.37 0.17
H -1.58061 -0.63547 0.13624 1.61 -0.85 1.09 0.03
H 1.17627 0.24342 -1.32911 -0.85 -0.27 0.97 0.26
H -0.57324 0.57585 -1.31385 -1.23 -0.30 -0.84 0.22
```
Forces are in eV/Å.

Summary:
Spin multiplicity ... 1
SMILES ... O=[S@H](=S)CI
DFT total energy ... -1209.119037 Ha

---

(2)
Below is a single CH3IOS2 molecule in a non-equilibrium geometry, with properties calculated with ωB97M-V with the def2-TZVPD basis set.

The geometry in XYZ format:
```
8
Properties=species:S:1:pos:R:3:forces:R:3:nbo_charge:R:1
C 1.00921 0.89999 -0.56128 1.37 -0.70 -1.70 -0.27
O -0.25385 0.25692 -0.75815 -0.22 0.09 0.99 -0.68
S -1.14422 0.27110 0.64950 -0.63 -0.04 -0.77 0.46
S -1.01335 -1.48899 1.48594 0.65 -0.24 0.56 -0.09
I -2.63316 -3.14637 0.81473 -0.19 0.16 -0.26 0.01
H 1.83438 0.22470 -0.98801 -1.18 0.98 0.70 0.19
H 1.20185 1.13812 0.46629 0.13 -0.16 0.61 0.19
H 0.99914 1.84453 -1.10903 0.08 -0.10 -0.13 0.19
```
Forces are in eV/Å.

Summary:
Spin multiplicity ... 1
SMILES ... COSSI
DFT total energy ... -1209.182570 Ha

---

(3)
Below is 2 unconnected molecules or ions with the total composition CH3IOS2 in a non-equilibrium geometry, with properties calculated with ωB97M-V with the def2-TZVPD basis set.

The geometry in XYZ format:
```
8
Properties=species:S:1:pos:R:3:forces:R:3:nbo_charge:R:1
C 0.74775 0.95184 0.20283 -0.05 -1.78 -0.33 -0.78
O -0.77349 -1.33001 -1.55218 -3.01 0.23 2.39 -0.80
S -0.34589 -2.18614 1.02041 -2.05 0.69 -0.53 -0.22
S -1.61582 -1.43975 -0.26598 4.73 -1.12 -1.82 1.00
I -1.01441 2.11638 0.22039 0.30 0.22 0.15 0.11
H 1.57568 1.24168 -0.43283 0.09 1.07 0.44 0.24
H 1.03044 0.54183 1.19019 -0.13 0.83 -0.49 0.23
H 0.39574 0.10416 -0.38283 0.11 -0.15 0.18 0.23
```
Forces are in eV/Å.

Summary:
Spin multiplicity ... 1
DFT total energy ... -1209.147652 Ha

---

(4)
Below is 2 unconnected molecules or ions with the total composition CH3IOS2 in a non-equilibrium geometry, with properties calculated with ωB97M-V with the def2-TZVPD basis set.

The geometry in XYZ format:
```
8
Properties=species:S:1:pos:R:3:forces:R:3:nbo_charge:R:1
C 0.70883 0.35041 -1.13516 5.09 1.59 1.38 -0.25
O 0.73249 -0.76239 -0.25011 0.80 0.21 0.32 -0.64
S -0.59387 -1.63131 -0.05350 -0.46 -0.37 -0.16 0.29
S -2.53839 -0.43119 2.08434 0.93 0.66 0.93 -0.11
I -0.72619 0.53547 3.33557 -1.07 -0.58 -0.79 0.14
H 1.62971 0.22882 -1.84745 -1.89 0.11 1.02 0.19
H 0.97792 1.33845 -0.52226 -0.98 -2.08 -1.20 0.19
H -0.19050 0.37174 -1.61143 -2.41 0.45 -1.51 0.19
```
Forces are in eV/Å.

Summary:
Spin multiplicity ... 3
DFT total energy ... -1209.081003 Ha

---

(5)
Below is a molecular structure, CH3LiOTl in a non-equilibrium geometry, with properties calculated with ωB97M-V with the def2-TZVPD basis set.

The geometry in XYZ format:
```
7
Properties=species:S:1:pos:R:3:forces:R:3:nbo_charge:R:1
O 0.24860 -0.10250 -0.15975 0.62 0.55 -1.99 -0.98
C -0.80164 0.57974 0.16326 -1.40 1.35 0.76 -0.12
Tl 2.26008 0.18237 0.82312 0.18 -0.57 0.64 0.61
H -1.53123 0.91989 -0.57195 0.09 -0.17 -0.08 0.11
H -1.06571 0.73184 1.21027 0.12 -0.13 -0.12 0.13
Li 0.75122 -0.18443 -1.99302 -0.44 -0.60 0.86 0.79
H 0.13867 -2.12691 0.52808 0.83 -0.44 -0.06 -0.55
```
Forces are in eV/Å.

Summary:
Spin multiplicity ... 2
DFT total energy ... -294.942952 Ha

---

(6)
Below is a gas-phase ion, CH3N2O (charge -1) in a non-equilibrium geometry, with properties calculated with ωB97M-V with the def2-TZVPD basis set.

The geometry in XYZ format:
```
7
Properties=species:S:1:pos:R:3:forces:R:3:nbo_charge:R:1
C -0.03637 -0.47388 -0.12879 0.02 -2.23 -0.01 -0.13
N 0.94111 -0.18058 0.83343 0.71 -1.13 -1.16 -0.89
N 0.01905 0.79830 -0.99833 -3.09 1.00 1.94 0.01
O -0.93503 1.64477 -0.68123 2.83 -2.66 -0.90 -0.50
H 0.38397 -1.42214 -0.67828 -0.63 1.89 0.03 0.13
H -1.08626 -0.92721 0.21881 1.14 1.74 -0.63 0.09
H 0.71353 0.56075 1.43439 -0.99 1.38 0.72 0.29
```
Forces are in eV/Å.

Summary:
Total charge ... -1
Spin multiplicity ... 1
DFT total energy ... -224.523594 Ha

---

(7)
Below is 3 unconnected molecules or ions with the total composition CH3N2O in a non-equilibrium geometry, with properties calculated with ωB97M-V with the def2-TZVPD basis set.

The geometry in XYZ format:
```
7
Properties=species:S:1:pos:R:3:forces:R:3:nbo_charge:R:1
C 1.61993 -0.71705 0.34579 -2.99 -2.34 3.09 0.66
N 3.21742 0.99005 -0.04660 -1.19 -1.05 -0.05 0.36
N 2.42481 0.16158 -0.04889 2.90 2.26 -1.65 -0.11
O 1.05894 -1.71499 -0.13652 1.99 1.36 -2.91 -0.51
H -0.79956 1.32171 -0.11350 2.49 -1.83 -2.06 0.10
H -0.19760 0.87764 -0.63649 -2.50 1.83 2.03 -0.09
H 0.45508 -2.31717 0.28702 -0.71 -0.24 1.56 0.58
```
Forces are in eV/Å.

Summary:
Total charge ... +1
Spin multiplicity ... 1
DFT total energy ... -224.133566 Ha

---

(8)
Below is a gas-phase ion, CH3N2O2 (charge +1) in a non-equilibrium geometry, with properties calculated with ωB97M-V with the def2-TZVPD basis set.

The geometry in XYZ format:
```
8
Properties=species:S:1:pos:R:3:forces:R:3:nbo_charge:R:1
N 0.78287 0.80058 -0.01769 1.63 2.08 0.21 -0.69
C -0.16165 -0.04666 -0.01727 3.51 -6.61 -1.30 0.75
O 0.12481 -1.36942 -0.13811 -0.40 -0.89 0.24 -0.70
N -1.45400 0.21969 0.29865 -2.09 1.04 1.64 0.12
O -2.49700 -0.01913 -0.21090 1.18 -0.21 -0.58 -0.01
H 1.80244 0.85844 0.09856 -0.42 -1.89 -0.20 0.48
H 0.54213 1.73672 0.00120 -1.36 2.47 0.05 0.43
H 0.86040 -2.18023 -0.01444 -2.05 4.01 -0.06 0.63
```
Forces are in eV/Å.

Summary:
Total charge ... +1
Spin multiplicity ... 1
SMILES ... NC(O)=[N+]=O
DFT total energy ... -299.450997 Ha

---

(9)
Below is a gas-phase ion, CH3N2O3S (charge -1) in a non-equilibrium geometry, with properties calculated with ωB97M-V with the def2-TZVPD basis set.

The geometry in XYZ format:
```
10
Properties=species:S:1:pos:R:3:forces:R:3:nbo_charge:R:1
C -0.87075 -0.78366 -0.18339 2.75 -1.98 1.49 -0.39
N 0.16308 0.02444 -0.02958 0.72 2.75 0.12 -0.20
N 1.49796 -0.00269 0.11180 -1.09 -2.54 -0.16 -0.66
O -3.04095 -0.46390 1.27133 1.56 0.71 -2.55 -1.01
O -2.01006 1.44137 0.05492 -0.02 -0.13 -0.17 -1.04
O -3.24846 -0.27948 -1.18330 0.49 -0.13 0.06 -1.00
S -2.42891 0.03375 -0.02518 -2.34 -0.25 2.51 2.35
H -0.67612 -1.87166 0.12572 -0.68 1.63 -0.96 0.21
H -0.22746 0.98990 -0.03589 -0.11 -0.31 0.00 0.42
H 1.91654 0.89780 0.35169 -1.27 0.24 -0.34 0.31
```
Forces are in eV/Å.

Summary:
Total charge ... -1
Spin multiplicity ... 1
DFT total energy ... -773.310747 Ha

---

(10)
Below is a gas-phase ion, CH3N2O3S (charge -1) in a non-equilibrium geometry, with properties calculated with ωB97M-V with the def2-TZVPD basis set.

The geometry in XYZ format:
```
10
Properties=species:S:1:pos:R:3:forces:R:3:nbo_charge:R:1
C -0.80282 1.59585 -0.44895 -0.66 0.11 -0.87 0.50
N -0.10975 0.48588 -0.58522 2.99 -1.39 3.27 -0.50
N 0.88114 0.00481 0.66231 -1.77 0.38 -3.53 -0.69
O 1.89308 -2.41782 0.58349 0.04 0.25 -0.06 -1.01
O -0.70931 2.46346 0.39965 0.12 0.31 0.51 -0.68
O -0.27410 -2.00465 -0.52387 0.26 -0.15 0.26 -1.05
S 0.54956 -1.84703 0.72616 -0.30 0.06 0.24 1.56
H -1.51088 1.71000 -1.30781 0.07 -0.04 0.19 0.08
H -0.38013 -0.43863 -0.97787 -0.32 0.41 -0.21 0.44
H 0.46321 0.44814 1.47213 -0.43 0.06 0.19 0.34
```
Forces are in eV/Å.

Summary:
Total charge ... -1
Spin multiplicity ... 1
DFT total energy ... -773.338976 Ha

---

(11)
Below is a gas-phase ion, CH3N2OS (charge +1) in a non-equilibrium geometry, with properties calculated with ωB97M-V with the def2-TZVPD basis set.

The geometry in XYZ format:
```
8
Properties=species:S:1:pos:R:3:forces:R:3:nbo_charge:R:1
C -0.09821 0.01442 -0.22336 -1.07 -2.73 -3.79 0.19
N -0.13202 1.31796 -0.06917 0.28 4.50 -0.23 -0.17
N -0.29718 -0.68600 -1.29139 0.52 -0.61 0.70 -0.44
O -0.55383 2.62381 -0.81636 -0.84 -4.16 -2.30 -0.44
S -0.49492 4.04833 -0.35170 0.54 1.23 1.25 0.83
H 0.05225 -0.43119 0.70341 0.53 -0.65 2.04 0.24
H 0.12034 1.73040 0.76979 0.49 0.38 2.38 0.39
H -0.08084 -1.73076 -1.15402 -0.45 2.04 -0.05 0.39
```
Forces are in eV/Å.

Summary:
Total charge ... +1
Spin multiplicity ... 1
DFT total energy ... -622.319801 Ha

---

(12)
Below is 2 unconnected molecules or ions with the total composition CH3N2OS in a non-equilibrium geometry, with properties calculated with ωB97M-V with the def2-TZVPD basis set.

The geometry in XYZ format:
```
8
Properties=species:S:1:pos:R:3:forces:R:3:nbo_charge:R:1
C 1.35576 0.03399 0.20817 -1.83 2.62 3.56 0.47
N 0.92478 0.70356 1.05021 1.04 -0.86 -1.15 -0.40
N -0.71827 0.02053 -1.16316 0.13 1.31 4.82 -0.26
O -1.45782 -0.81616 -0.49887 0.49 0.90 -1.30 -0.27
S -1.80875 -0.42567 1.02572 -0.39 -0.36 0.23 0.29
H 1.87122 -0.71089 -0.31410 0.60 -0.69 -1.09 0.29
H 0.53140 1.34026 1.78711 0.51 -0.90 -1.20 0.53
H -0.69833 -0.14563 -2.09507 -0.56 -2.01 -3.88 0.34
```
Forces are in eV/Å.

Summary:
Total charge ... +1
Spin multiplicity ... 1
DFT total energy ... -622.319973 Ha

---

Energy above the lowest of the compared OMol25 structures with the same formula, charge and spin values, unit kcal/mol, following the record order: 46.46 6.59 28.50 22.20 1.47 40.03 133.69 61.26 50.88 33.17 102.69 102.59.